Entry 1
Here is 5 unconnected molecules or ions with the total composition H10O5 from OMol25. Energies are from the ωB97M-V functional and the def2-TZVPD basis.

Computed properties:
SMILES	O.O.O.O.O
Kohn-Sham gap	10.027	eV
2S+1	1
HOMO energy	-10.096	eV

Last column: Löwdin charge in e.
CARTESIAN COORDINATES (ANGSTROEM)
O1 24.97045 -7.46802 30.35337  -0.0655
H1 24.78274 -8.40118 30.52819  0.0410
H2 25.69389 -7.45734 29.72138  0.0144
O2 24.08489 -10.14783 30.10302  -0.0450
H3 23.21414 -9.82077 29.75418  0.0778
H4 24.69607 -10.36717 29.41053  0.0441
O3 26.80300 -7.08492 28.37526  -0.0252
H5 26.12835 -7.00467 27.68180  0.0740
H6 27.33547 -7.83064 28.10664  0.0555
O4 23.06734 -7.00143 28.73396  -0.0862
H7 23.85589 -7.08741 29.29633  -0.0564
H8 22.57621 -7.84846 28.72678  0.0279
O5 23.62257 -5.22610 31.00643  -0.0587
H9 24.32944 -5.84560 30.74389  -0.0038
H10 23.09114 -5.67274 31.63098  0.0060

Entry 2
Here is 5 unconnected molecules or ions with the total composition H10O5 from OMol25. Energies are from the ωB97M-V functional and the def2-TZVPD basis.

Computed properties:
SMILES	O.O.O.O.O
Kohn-Sham gap	11.061	eV
2S+1	1
HOMO energy	-11.246	eV

Last column: Löwdin charge in e.
CARTESIAN COORDINATES (ANGSTROEM)
O1 -0.26905 1.38446 -0.35921  -0.0215
H1 -0.64340 0.55202 -0.68438  0.0133
H2 -0.94189 1.89790 0.01006  0.0378
O2 -3.20210 -0.87756 0.85051  -0.0870
H3 -2.63526 -0.60585 1.59878  0.0418
H4 -2.59253 -1.36352 0.24661  0.0129
O3 3.17767 1.14120 -0.47160  -0.0361
H5 2.38390 0.92280 -0.95320  0.0099
H6 2.95888 0.95099 0.41431  -0.0200
O4 -0.87334 -1.23492 -1.00992  -0.0203
H7 -0.94463 -1.27397 -1.93386  0.0454
H8 -0.04923 -1.67539 -0.70851  0.0922
O5 1.27904 0.10734 1.38850  -0.0862
H9 0.68157 0.63476 0.83491  -0.0278
H10 1.67038 -0.56029 0.77701  0.0455

Entry 3
Here is 5 unconnected molecules or ions with the total composition H10O5 from OMol25. Energies are from the ωB97M-V functional and the def2-TZVPD basis.

Computed properties:
SMILES	O.O.O.O.O
Kohn-Sham gap	10.384	eV
2S+1	1
HOMO energy	-9.920	eV

Last column: Löwdin charge in e.
CARTESIAN COORDINATES (ANGSTROEM)
O1 -1.80077 1.68803 0.19242  -0.0601
H1 -1.32863 2.45650 0.56879  0.0672
H2 -2.08066 1.05577 0.86638  0.0538
O2 1.17321 1.00261 0.51386  -0.0753
H3 0.53043 0.89552 1.19969  0.0128
H4 1.98717 1.38872 0.93712  0.0925
O3 -0.46131 -1.23037 1.39645  -0.0794
H5 -0.94827 -1.88201 0.95403  -0.0047
H6 0.46297 -1.36523 1.02189  0.0432
O4 0.87510 -2.08224 -0.82806  -0.1010
H7 0.40113 -1.67300 -1.61769  0.0689
H8 1.26790 -2.95404 -1.04931  0.0585
O5 -0.13482 0.52760 -1.60336  -0.1677
H9 0.80484 0.95439 -1.27892  0.1015
H10 -0.74829 1.21774 -1.27330  -0.0102

The structure with the most favorable energy is entry 2; the runner-up is 0.0082 hartree above it.

Entry 1
Here is C7H17NO in the gas phase from OMol25. Energies are from the ωB97M-V functional and the def2-TZVPD basis.

Computed properties:
SMILES	CC(C)NC(C)(C)CO
Kohn-Sham gap	8.940	eV
2S+1	1
HOMO energy	-8.050	eV

Last column: Löwdin charge in e.
CARTESIAN COORDINATES (ANGSTROEM)
C1 2.13649 0.34259 -1.06718  -0.0590
C2 0.61123 0.32612 -1.12276  -0.4515
C3 0.10708 0.97025 -2.40528  -0.0627
N1 -0.02763 0.91838 0.03599  -0.0072
C4 -0.38776 0.06645 1.09745  -0.4765
C5 -1.43460 0.70948 1.98608  -0.0534
C6 0.79740 -0.42874 1.90995  -0.0578
C7 -1.16061 -1.46701 0.29552  -0.1631
O1 -1.69862 -1.53001 -1.01925  -0.1070
H1 2.51939 1.34819 -1.25505  0.0789
H2 2.53922 -0.31888 -1.83474  0.0769
H3 2.51323 0.01712 -0.10254  0.0523
H4 0.18980 -0.79411 -0.99217  0.1321
H5 0.49348 0.43376 -3.27169  0.0796
H6 -0.98230 0.97742 -2.45325  0.0750
H7 0.43691 2.00977 -2.48663  0.0811
H8 -0.82855 1.46790 -0.25017  0.1108
H9 -1.85560 -0.04129 2.65631  0.0809
H10 -2.24887 1.12900 1.39588  0.0844
H11 -1.00084 1.50115 2.59969  0.0872
H12 1.40161 0.41504 2.24990  0.0894
H13 1.43905 -1.08826 1.33168  0.0670
H14 0.43926 -0.97427 2.78195  0.0811
H15 -2.08597 -1.46259 0.88092  0.0799
H16 -0.79569 -2.45480 0.60310  0.0990
H17 -1.11712 -2.07266 -1.56371  0.0828

Entry 2
Here is C7H17NO in the gas phase from OMol25. Energies are from the ωB97M-V functional and the def2-TZVPD basis.

Computed properties:
SMILES	CCC(C)(C)[C@](C)(N)O
Kohn-Sham gap	9.592	eV
2S+1	1
HOMO energy	-8.818	eV

Last column: Löwdin charge in e.
CARTESIAN COORDINATES (ANGSTROEM)
C1 -2.69647 0.53413 -0.65963  -0.1293
C2 -1.21371 0.66999 -0.95469  -0.1459
C3 -0.17125 -0.26301 0.12388  -0.4443
C4 -0.34332 -1.71365 -0.30015  -0.0487
C5 -0.61133 -0.04859 1.56231  -0.0530
C6 1.16652 0.32402 -0.20208  -0.5795
C7 2.27556 -0.73213 0.64892  0.0193
N1 1.32961 1.64499 0.28838  0.0916
O1 1.45097 0.18507 -1.56638  -0.0028
H1 -3.28526 1.03305 -1.43326  0.0698
H2 -3.01037 -0.50834 -0.61945  0.0625
H3 -2.95257 1.00480 0.28899  0.0654
H4 -0.94220 1.72544 -0.92351  0.0902
H5 -0.98080 0.30152 -1.95316  0.0929
H6 0.14313 -2.38626 0.40326  0.0802
H7 -1.40123 -1.96747 -0.31928  0.0753
H8 0.07033 -1.87682 -1.29160  0.0872
H9 -1.66628 -0.29147 1.66861  0.0754
H10 -0.47416 0.97339 1.90404  0.0799
H11 -0.05856 -0.70003 2.23494  0.0713
H12 1.96293 -1.09803 1.62045  0.0498
H13 2.49115 -1.56642 -0.01106  0.0618
H14 3.18143 -0.14942 0.81421  0.0519
H15 1.33097 2.38059 -0.40796  0.0888
H16 2.12799 1.88838 0.86008  0.0824
H17 2.27692 0.63626 -1.77586  0.1079

The structure with the most favorable energy is entry 2; the runner-up is 0.0432 hartree above it.

Entry 1
Here is a gas-phase ion, C6H10N (charge +1) from OMol25. Energies are from the ωB97M-V functional and the def2-TZVPD basis.

Computed properties:
SMILES	CC#[N+]C/C=C/C
Kohn-Sham gap	8.904	eV
charge	+1
2S+1	1
HOMO energy	-14.273	eV

Last column: Löwdin charge in e.
CARTESIAN COORDINATES (ANGSTROEM)
C1 -2.48462 0.10621 0.20632  0.0295
C2 -1.22313 -0.15774 0.85656  -0.0404
N1 -0.66690 -0.57741 1.81855  0.2058
C3 0.79992 -0.58515 1.96042  -0.1311
C4 1.51568 -0.25248 0.72094  -0.0480
C5 0.87401 0.26374 -0.31184  -0.1460
C6 1.25385 0.43778 -1.75634  -0.0405
H1 -2.78944 -0.82057 -0.37283  0.1433
H2 -2.23463 0.76528 -0.69007  0.1417
H3 -3.24151 0.21487 0.91064  0.0926
H4 1.03478 -1.62972 2.44577  0.1798
H5 1.08008 0.04363 2.82056  0.1415
H6 2.45749 -0.64715 0.54783  0.1165
H7 -0.05714 0.78368 -0.18479  0.0850
H8 0.91278 1.42930 -1.98457  0.0768
H9 0.72710 -0.36449 -2.34642  0.1173
H10 2.29100 0.50866 -1.96827  0.0763

Entry 2
Here is 2 unconnected molecules or ions with the total composition C6H10N from OMol25. Energies are from the ωB97M-V functional and the def2-TZVPD basis.

Computed properties:
Kohn-Sham gap	11.081	eV
charge	+1
2S+1	1
HOMO energy	-15.750	eV

Last column: Löwdin charge in e.
CARTESIAN COORDINATES (ANGSTROEM)
C1 -0.81486 -0.15061 -0.16255  0.2304
C2 1.40390 1.12077 -0.64165  -0.0688
C3 1.38173 0.93553 0.87135  -0.0897
C4 1.28459 -0.18021 -0.00113  -0.2630
C5 1.70138 -1.59546 -0.16820  -0.0229
C6 -3.27101 0.10677 -0.00563  -0.0556
N1 -1.93437 0.05409 -0.11701  0.0415
H1 0.49350 1.51008 -1.01618  0.0885
H2 2.28215 1.45871 -1.20910  0.1440
H3 2.34422 1.24387 1.45035  0.1774
H4 0.55081 1.15225 1.50368  0.1079
H5 2.77881 -1.47548 -0.10930  0.1055
H6 1.31316 -2.01415 -1.15749  0.1218
H7 1.43450 -2.41629 0.60158  0.1318
H8 -3.63779 -0.51539 0.82747  0.1295
H9 -3.57439 1.07460 0.24210  0.0933
H10 -3.73633 -0.30908 -0.90832  0.1285

Entry 3
Here is a gas-phase ion, C6H10N (charge +1) from OMol25. Energies are from the ωB97M-V functional and the def2-TZVPD basis.

Computed properties:
Kohn-Sham gap (spin up / spin down)	8.545 / 8.546	eV
charge	+1
2S+1	1
HOMO energy (spin up / spin down)	-14.697 / -14.697	eV

Last column: Löwdin charge in e.
CARTESIAN COORDINATES (ANGSTROEM)
C1 -0.14008 -2.20037 1.60619  0.1545
C2 0.01085 -2.26614 0.36736  0.1080
C3 0.15746 -1.34774 -0.76281  -0.0935
C4 -0.00534 0.19238 -0.51572  -0.3589
C5 -0.14371 0.90762 -1.73654  -0.0070
C6 0.03397 1.79134 1.26770  -0.0181
N1 0.02073 0.47947 0.68477  0.0071
H1 -0.16139 -2.87112 2.41159  0.1052
H2 1.30110 -1.39716 -1.14994  0.1984
H3 -0.51580 -1.74744 -1.62329  0.1608
H4 -0.65137 0.43884 -2.65055  0.1451
H5 0.79072 1.19377 -2.15284  0.1026
H6 -0.57373 1.83433 -1.39727  0.0883
H7 -0.82711 1.75419 1.89595  0.0966
H8 0.90143 1.78090 1.80857  0.0654
H9 0.10406 2.55373 0.39840  0.1269
H10 -0.30178 -1.09659 1.54843  0.1187

Entry 4
Here is 2 unconnected molecules or ions with the total composition C6H10N from OMol25. Energies are from the ωB97M-V functional and the def2-TZVPD basis.

Computed properties:
Kohn-Sham gap	9.880	eV
charge	+1
2S+1	1
HOMO energy	-13.374	eV

Last column: Löwdin charge in e.
CARTESIAN COORDINATES (ANGSTROEM)
C1 -0.53103 2.82724 2.05950  0.0048
C2 0.44514 2.11972 2.65214  0.0177
C3 -0.93624 -0.65427 0.48017  0.0997
C4 -0.51913 1.43141 1.87084  0.0681
C5 1.16764 -1.28256 -0.41146  0.0270
C6 -0.46021 -0.10547 -1.75978  -0.0107
N1 -0.14105 -0.69311 -0.50056  -0.2236
H1 -0.78668 3.78665 1.63058  0.1136
H2 1.42660 2.13652 3.00020  0.0901
H3 -0.63307 -1.01089 1.35087  0.0519
H4 -1.86702 -0.18955 0.35858  0.0993
H5 1.16788 -2.07780 -1.14895  0.1199
H6 1.79052 -0.46161 -0.50086  0.0857
H7 1.23684 -1.73337 0.62601  0.1350
H8 0.24345 0.63927 -2.05453  0.1054
H9 -0.75605 -0.75294 -2.53712  0.1012
H10 -1.35524 0.53127 -1.71077  0.1148

The structure with the most favorable energy is entry 1; the runner-up is 0.0337 hartree above it.

Entry 1
Here is a gas-phase ion, C6H10N (charge +1) from OMol25. Energies are from the ωB97M-V functional and the def2-TZVPD basis.

Computed properties:
SMILES	C#C[C@@H]1C[N@H+]1CC
Kohn-Sham gap	11.735	eV
charge	+1
2S+1	1
HOMO energy	-14.848	eV

Last column: Löwdin charge in e.
CARTESIAN COORDINATES (ANGSTROEM)
C1 -2.19796 -2.61213 -1.22222  0.1997
C2 -1.78826 -1.72356 -0.52939  -0.0404
C3 -1.35737 -0.49253 0.12781  -0.1632
C4 -1.20106 0.74461 -0.57512  0.0309
N1 0.09313 0.04570 -0.15144  -0.0024
C5 0.92000 0.57165 0.95764  -0.1829
C6 2.27767 1.06357 0.38689  -0.0498
H1 -2.47590 -3.53423 -1.53978  0.0285
H2 -1.34481 -0.70557 1.16635  0.1488
H3 -1.45640 0.56067 -1.64379  0.1628
H4 -1.50128 1.68036 -0.17774  0.1315
H5 0.78717 -0.14474 -0.85902  0.1721
H6 0.33822 1.32766 1.49648  0.1277
H7 1.22730 -0.34202 1.68905  0.1839
H8 2.85153 0.27594 0.20625  0.0228
H9 2.11021 1.61023 -0.57218  0.1046
H10 2.71781 1.67438 1.24021  0.1253

Entry 2
Here is a gas-phase ion, C6H10N (charge +1) from OMol25. Energies are from the ωB97M-V functional and the def2-TZVPD basis.

Computed properties:
Kohn-Sham gap	9.085	eV
charge	+1
2S+1	1
HOMO energy	-15.757	eV

Last column: Löwdin charge in e.
CARTESIAN COORDINATES (ANGSTROEM)
C1 -1.61212 1.12347 0.70232  0.0000
C2 -1.36382 0.19836 -1.31023  -0.1868
C3 -0.40925 0.24984 0.75704  -0.0561
C4 0.98965 0.01532 -1.07632  0.0153
C5 0.32769 -0.08539 1.97596  0.0264
C6 -0.38174 -0.44303 -0.53267  -0.2972
N1 -2.10022 1.18850 -0.50923  0.1923
H1 -1.94849 1.69901 1.50179  0.1166
H2 -1.32377 0.46062 -2.36278  0.1627
H3 -2.20467 -0.49953 -1.44109  0.1691
H4 1.65510 -0.47813 -0.37916  0.0895
H5 1.29114 0.99983 -1.08628  0.0914
H6 1.13737 -0.50200 -1.97860  0.0949
H7 0.20989 0.46546 2.91230  0.1150
H8 1.40122 -0.06125 1.78373  0.1112
H9 0.17053 -1.18666 2.06201  0.1467
H10 -0.37980 -1.55898 -0.62109  0.2089

The structure with the most favorable energy is entry 2; the runner-up is 0.0361 hartree above it.

Entry 1
Here is a gas-phase ion, C6H10N (charge +1) from OMol25. Energies are from the ωB97M-V functional and the def2-TZVPD basis.

Computed properties:
Kohn-Sham gap	8.205	eV
charge	+1
2S+1	1
HOMO energy	-14.467	eV

Last column: Löwdin charge in e.
CARTESIAN COORDINATES (ANGSTROEM)
C1 1.36090 0.17117 -0.17310  -0.3984
C2 0.52370 -0.55445 0.80268  0.1539
C3 -0.60038 1.09488 -0.97700  -0.1862
C4 -1.25395 0.19631 -0.08180  0.1104
C5 2.83068 -0.03821 -0.12976  -0.0064
C6 -2.57967 -0.24194 0.16936  -0.0165
N1 0.82603 0.94821 -1.02286  0.0951
H1 0.44297 -1.62595 0.69029  0.1075
H2 0.48788 -0.18583 1.82226  0.1100
H3 -1.00641 1.07047 -2.00337  0.1715
H4 -0.79352 2.13837 -0.66836  0.1852
H5 3.12024 -0.78485 -0.86929  0.1028
H6 3.13508 -0.38969 0.85088  0.0878
H7 3.34543 0.88524 -0.38336  0.0984
H8 -3.33543 0.46939 -0.16718  0.1162
H9 -2.73127 -0.51956 1.21528  0.1198
H10 -2.74801 -1.17852 -0.38084  0.1488

Entry 2
Here is a gas-phase ion, C6H10N (charge +1) from OMol25. Energies are from the ωB97M-V functional and the def2-TZVPD basis.

Computed properties:
Kohn-Sham gap	7.737	eV
charge	+1
2S+1	1
HOMO energy	-13.846	eV

Last column: Löwdin charge in e.
CARTESIAN COORDINATES (ANGSTROEM)
C1 -1.02854 1.25348 -0.48253  0.0364
C2 -1.66262 0.15714 -0.34081  0.1413
C3 1.01687 0.74860 0.91751  -0.0542
C4 0.45303 1.09321 -0.47588  -0.2176
C5 -2.48951 -0.79368 0.29029  0.0078
C6 2.06110 -0.98338 -0.38664  -0.0469
N1 0.78116 -0.31887 -0.10237  -0.1148
H1 -1.36153 2.34330 -0.62061  0.2008
H2 2.07612 1.11479 1.05463  0.1414
H3 0.22125 0.91628 1.75262  0.1503
H4 1.19051 1.51927 -1.06661  0.1269
H5 -2.00370 -1.69959 0.24046  0.0988
H6 -3.34527 -1.15555 -0.37566  0.1626
H7 -2.80830 -0.58530 1.27771  0.1068
H8 1.76720 -1.80633 -1.08730  0.1095
H9 2.60356 -0.42547 -1.06328  0.0655
H10 2.52867 -1.37790 0.46848  0.0854

Entry 3
Here is 2 unconnected molecules or ions with the total composition C6H10N from OMol25. Energies are from the ωB97M-V functional and the def2-TZVPD basis.

Computed properties:
Kohn-Sham gap	8.442	eV
charge	+1
2S+1	1
HOMO energy	-13.861	eV

Last column: Löwdin charge in e.
CARTESIAN COORDINATES (ANGSTROEM)
C1 -1.55387 -0.90382 2.28148  0.1678
C2 -0.46657 -1.19185 1.84468  -0.1385
C3 0.73888 -1.30348 1.08913  -0.1285
C4 0.58269 -0.38028 -0.18608  -0.2721
C5 -0.03947 -1.13003 -1.28764  0.0073
C6 -0.03524 2.48571 -1.19959  0.2655
N1 0.82203 0.86509 -0.07880  0.1911
H1 -2.46100 -0.70176 2.77461  0.0375
H2 1.59070 -1.03046 1.55789  0.0860
H3 0.74499 -2.39734 0.95899  0.1408
H4 0.42065 -1.07646 -2.23258  0.0857
H5 -1.06456 -0.70686 -1.48030  0.1268
H6 -0.13778 -2.18397 -0.97482  0.1052
H7 -0.98652 1.98133 -1.10378  0.0575
H8 0.13722 3.27079 -0.44727  0.0658
H9 0.56588 2.76022 -2.04656  0.0600
H10 1.14195 1.64318 0.53066  0.1422

Entry 4
Here is 2 unconnected molecules or ions with the total composition C6H10N from OMol25. Energies are from the ωB97M-V functional and the def2-TZVPD basis.

Computed properties:
Kohn-Sham gap	9.146	eV
charge	+1
2S+1	1
HOMO energy	-14.038	eV

Last column: Löwdin charge in e.
CARTESIAN COORDINATES (ANGSTROEM)
C1 0.08799 2.25094 -1.97586  0.2541
C2 0.39489 1.59860 -0.94419  -0.1024
C3 2.01744 0.83248 0.82731  0.1220
C4 0.92136 0.87563 0.10642  -0.1060
C5 -1.69939 -0.18496 -0.17445  -0.0401
C6 0.06696 -1.83966 0.44390  -0.0637
N1 -0.45466 -0.47080 0.63866  -0.1530
H1 -0.24100 2.75233 -2.84409  0.0575
H2 1.89044 0.35987 1.75980  0.0769
H3 2.91155 1.15726 0.32293  0.1115
H4 -2.45816 0.55253 0.35068  0.1520
H5 -1.29190 0.04256 -1.14511  0.0595
H6 -2.18748 -1.21080 -0.21052  0.1008
H7 0.67383 -2.17564 1.35189  0.1132
H8 -0.82475 -2.58376 0.32647  0.1249
H9 0.79803 -1.74106 -0.46652  0.1348
H10 -0.60515 -0.21551 1.63270  0.1581

The structure with the most favorable energy is entry 1; the runner-up is 0.0390 hartree above it.